The following is a quantum chemistry calculation of a cluster of 15 separate species, C73H81N13O4 in total at a distorted geometry, from the OMol25 dataset.

Summary:
- Kohn-Sham gap (eV) = 9.7
- ΔE to the lowest compared entry with this formula, charge and spin (eV) = 0.000
- calculated total energy (Eh) = -3842.9862

Each line ends with the Mulliken charge.
Positions of all 171 atoms, in Å:
O 15.3331 15.6159 18.2046  0.42
C 15.2263 14.6757 17.4586  -0.18
O 16.2329 14.1894 16.6404  -0.33
C 17.5294 14.9245 16.5807  0.73
C 18.0833 14.7175 15.1775  0.46
C 13.9514 13.9261 17.3592  0.16
H 18.1721 14.4825 17.3236  0.46
H 17.3949 15.9664 16.8095  -0.74
H 17.4275 15.1052 14.3735  -0.59
H 18.2933 13.6496 15.0235  0.27
H 19.0182 15.2179 15.1621  -0.30
H 13.1459 14.1832 18.0905  -0.40
H 14.1514 12.8484 17.5082  0.53
H 13.5592 14.0800 16.3993  -0.15
O 12.7165 19.4502 18.2764  -0.56
C 12.1521 19.0075 17.3238  0.28
O 11.1737 19.5894 16.6255  -0.32
C 10.8241 20.9384 16.9807  -0.22
C 10.2952 21.6279 15.7416  -1.22
C 12.5050 17.6610 16.6399  0.46
H 11.7686 21.3590 17.3360  0.29
H 10.1032 20.8463 17.7975  0.30
H 9.3772 21.1262 15.3977  0.29
H 10.9628 21.6874 14.9071  0.31
H 10.0527 22.6301 16.0780  0.40
H 11.5653 17.0859 16.5053  0.19
H 13.2061 17.1128 17.2027  -0.86
H 12.9359 17.8562 15.6636  0.63
N 19.6194 11.2649 13.6477  -0.27
C 19.2109 10.3816 14.5497  -0.20
C 20.0135 9.8713 15.5576  -0.54
C 21.3095 10.4440 15.6940  -0.37
C 21.6780 11.4963 14.8737  -0.35
C 20.8333 11.7879 13.7978  -0.07
H 18.2925 9.8394 14.4345  0.39
H 19.7541 9.0117 16.1396  0.45
H 21.8753 10.0972 16.5685  0.35
H 22.6007 11.9670 15.1158  0.34
H 21.1556 12.4664 13.0092  0.25
N 22.3669 17.5349 13.5947  -0.50
C 21.2620 17.0298 14.1599  -0.59
C 20.0580 17.6598 14.3566  0.87
C 20.0324 19.0102 13.9240  -0.48
C 21.1986 19.5852 13.3511  -0.58
C 22.3177 18.8117 13.2675  -0.66
H 21.3600 15.9710 14.4502  0.86
H 19.2709 17.1875 14.8686  -0.24
H 19.1991 19.7010 13.9680  0.40
H 21.3027 20.6294 13.0417  0.42
H 23.1756 19.2778 12.8410  0.39
N 18.1371 18.6433 17.0393  0.73
C 16.8843 18.8399 17.4809  0.04
C 16.5159 19.9681 18.1353  -0.93
C 17.4388 20.9293 18.3745  -0.41
C 18.7722 20.7507 18.0348  -0.94
C 19.0251 19.5904 17.2948  -0.60
H 16.1314 18.1027 17.2201  0.43
H 15.4986 20.1277 18.4872  0.45
H 17.1171 21.8736 18.8563  0.37
H 19.5608 21.5160 18.2264  0.39
H 20.0263 19.4165 16.9919  0.48
N 19.5369 15.8395 22.0077  -0.55
C 19.5985 17.0769 21.4672  -1.14
C 18.9148 17.4478 20.2974  -0.23
C 17.9933 16.5499 19.8156  2.47
C 17.8529 15.2983 20.3626  -0.21
C 18.6607 15.0064 21.4457  -1.04
H 20.2811 17.6893 22.0335  0.48
H 19.0541 18.3484 19.7444  0.24
H 17.3401 16.8548 19.0394  -0.47
H 17.1541 14.4732 20.0194  -0.07
H 18.6709 14.0207 21.8932  0.47
N 20.7857 13.7800 10.6215  -0.60
C 21.5521 14.9129 10.6065  -0.45
C 21.0662 16.1414 10.9014  -0.53
C 19.7510 16.2448 11.2712  -0.21
C 18.9776 15.1244 11.3707  0.43
C 19.5211 13.9253 11.0342  -0.48
H 22.6123 14.8018 10.3826  0.35
H 21.6657 17.0006 10.9105  0.53
H 19.3673 17.2372 11.4901  0.39
H 17.9418 15.2214 11.6496  0.01
H 18.9783 13.0189 11.2460  0.51
N 22.1197 14.1052 16.5887  -0.08
C 21.2145 13.9390 17.5492  -0.39
C 21.0079 14.8149 18.6643  -0.25
C 21.8836 15.8925 18.7470  -0.24
C 22.8133 16.1033 17.7835  -0.53
C 22.8452 15.2451 16.6744  -0.41
H 20.6581 12.9558 17.4547  0.28
H 20.2519 14.5945 19.4022  0.46
H 21.8234 16.5809 19.5837  0.39
H 23.4697 16.9794 17.7569  0.39
H 23.5348 15.4215 15.8430  0.43
N 11.1183 13.6508 15.0304  -0.03
C 10.3927 14.0959 16.0783  0.21
C 9.3614 14.9522 15.9582  -0.88
C 9.0420 15.3690 14.6966  -0.23
C 9.7535 14.9322 13.5544  -0.83
C 10.7703 14.0799 13.7911  -0.10
H 10.6441 13.6729 17.0589  0.17
H 8.7354 15.3176 16.7618  0.46
H 8.1683 16.0289 14.5748  0.33
H 9.4687 15.0880 12.5095  0.44
H 11.3444 13.5710 12.9956  0.42
N 15.5258 12.8535 21.4215  -0.17
C 14.2834 13.4054 21.4711  0.08
C 13.1013 12.7143 21.5032  -0.52
C 13.1727 11.3427 21.4932  -0.11
C 14.3917 10.7278 21.4535  -0.65
C 15.5255 11.4936 21.4850  -0.42
H 14.1960 14.5146 21.4485  0.28
H 12.1526 13.1514 21.6493  0.44
H 12.2305 10.7713 21.3523  0.35
H 14.4759 9.6644 21.5768  0.41
H 16.4316 10.9208 21.3867  0.34
N 13.5838 12.4494 12.3951  -0.42
C 14.4926 12.7000 11.3580  -0.56
C 15.8679 12.6983 11.4982  -0.48
C 16.3588 12.5936 12.7923  0.80
C 15.5350 12.3463 13.8715  0.24
C 14.1304 12.3256 13.6407  -0.77
H 14.0874 12.8499 10.3364  0.26
H 16.5657 12.7675 10.6678  0.45
H 17.4353 12.4663 12.8738  -0.18
H 15.9626 12.1710 14.8913  0.18
H 13.4460 12.1526 14.4730  0.58
N 10.8085 11.4638 19.3322  0.01
C 9.7943 10.6199 19.6183  -0.31
C 9.5237 9.4694 18.9212  -0.58
C 10.2543 9.2058 17.7821  -0.50
C 11.2670 10.1062 17.4098  -0.80
C 11.5654 11.1916 18.2373  0.11
H 9.2931 10.8847 20.5487  0.39
H 8.6591 8.8521 19.2541  0.34
H 10.0531 8.3037 17.2496  0.44
H 11.9038 9.8774 16.5724  0.50
H 12.3610 11.8921 17.9989  0.46
N 11.3691 15.3089 19.5368  0.65
C 10.2004 15.0999 20.1317  -0.33
C 9.6806 16.0229 21.0314  -0.87
C 10.4273 17.1377 21.4102  -0.70
C 11.6533 17.3975 20.7615  -0.74
C 12.0310 16.4439 19.7966  -0.22
H 9.6070 14.1806 19.9375  0.27
H 8.6576 15.9853 21.3381  0.44
H 10.0196 17.8801 22.1082  0.37
H 12.1852 18.3338 20.9611  0.49
H 12.9323 16.7127 19.3112  0.45
N 15.2823 19.9436 21.0869  -0.49
C 16.0406 20.0914 22.1854  -0.51
C 16.4368 19.0672 22.9979  -0.40
C 16.0826 17.8258 22.6541  -0.25
C 15.3320 17.6050 21.5170  -0.12
C 14.9631 18.6684 20.7463  0.01
H 16.5287 21.0745 22.3900  0.30
H 17.0836 19.2461 23.8720  0.38
H 16.4742 16.9178 23.1251  0.37
H 15.1440 16.6066 21.1525  0.16
H 14.3620 18.4281 19.8634  0.50
N 15.5104 17.2019 14.9721  0.73
C 16.3172 17.8822 14.1737  -0.28
C 16.3942 17.7640 12.7944  -0.70
C 15.5300 16.9147 12.1789  -0.82
C 14.6589 16.1463 12.9610  -0.80
C 14.7249 16.3219 14.3234  -0.23
H 16.9064 18.6316 14.7201  0.13
H 17.0075 18.4282 12.2151  0.64
H 15.5696 16.7941 11.1321  0.43
H 13.9522 15.4212 12.4985  0.45
H 14.0664 15.6906 14.9323  0.39

The following is a quantum chemistry calculation of a structure of composition C7H12S at a distorted geometry, from the OMol25 dataset.

Summary:
- Kohn-Sham gap (eV) = 8.0
- ΔE to the lowest compared entry with this formula, charge and spin (eV) = 5.640
- calculated total energy (Eh) = -671.9096

Each line ends with the Mulliken charge.
Positions of all 20 atoms, in Å:
C 1.3199 -1.1941 -1.3424  -0.82
C 1.7185 -0.4336 -0.1651  -0.32
C 0.9116 0.3222 0.7034  -0.60
C -0.4704 0.9431 0.4749  0.30
C -0.5591 2.1456 -0.6041  -1.36
C -1.3774 -0.2206 0.2526  0.14
C -1.1195 -1.2276 1.2302  -0.84
H 1.1161 -2.2675 -0.8585  0.15
H 2.0257 -1.2857 -2.3291  0.31
H 0.3935 -0.6967 -1.7910  0.18
H 2.6831 -0.5551 0.1153  0.50
H 1.5657 0.6533 1.4959  0.39
H -1.0166 1.5455 1.1151  0.36
H -0.0334 1.7746 -1.5173  0.30
H -1.5028 2.5941 -0.6818  0.41
H 0.1333 2.8969 -0.0747  0.32
H -0.2082 -0.6076 1.9637  0.27
H -2.1993 -1.5750 1.9395  0.29
H -0.6988 -2.3267 0.8129  0.19
S -2.6818 -0.4849 -0.7396  -0.19

The following is a quantum chemistry calculation of the molecule C4H8O2, from the OMol25 dataset.

Summary:
- Kohn-Sham gap (eV) = 11.4
- ΔE to the lowest compared entry with this formula, charge and spin (eV) = 0.241
- calculated total energy (Eh) = -307.7036
- SMILES = CCOC(C)=O

Each line ends with the Mulliken charge.
Positions of all 14 atoms, in Å:
C 0.6145 1.7616 1.3462  -1.13
C 0.9876 0.6268 0.4160  -0.20
O -0.1971 -0.1490 0.1753  -0.29
C -0.1423 -0.9803 -0.8802  0.72
O 0.8323 -1.1037 -1.5836  -0.56
C -1.4524 -1.6964 -1.0839  -0.97
H -0.2136 2.3400 0.9256  0.30
H 0.3114 1.3897 2.3293  0.30
H 1.4715 2.4301 1.4772  0.37
H 1.3728 0.9901 -0.5403  0.32
H 1.7505 -0.0268 0.8537  0.27
H -1.9157 -1.9490 -0.1278  0.31
H -1.2815 -2.5943 -1.6788  0.31
H -2.1381 -1.0389 -1.6286  0.25

- What is the formula in the first record?
  C73H81N13O4